Entry a
Density functional theory data (the ωB97M-V functional and the def2-TZVPD basis) for a single C3H5N3S molecule.

CARTESIAN COORDINATES (ANGSTROEM)
C 1.5204 -0.2216 0.3491
C 0.9110 -1.4785 0.1265
C 1.2146 1.0060 -0.1059
N -0.2879 -1.5804 -0.2270
N -1.2375 -0.7646 -0.3057
N -2.6850 1.0160 -0.4311
S -2.1035 0.1298 0.6023
H 2.5259 -0.3630 0.6453
H 1.6460 -2.2967 0.0833
H 0.1817 1.2485 -0.3791
H 1.8864 1.8226 0.0704
H -3.5722 1.4819 -0.4282

Values from the calculation:
**Gap between HOMO and LUMO**: 7.95 eV
**2S+1**: 1

Entry b
Density functional theory data (the ωB97M-V functional and the def2-TZVPD basis) for a single C3H5N3S molecule.

CARTESIAN COORDINATES (ANGSTROEM)
C -2.4241 0.2538 0.4317
C 1.3289 -1.1359 -0.0806
C 2.2704 0.7487 -0.2823
H -3.3618 -0.0004 -0.1775
H -2.2148 -0.1642 1.4517
H -2.3762 1.4272 0.5301
H 1.0073 -2.2291 0.2360
H 3.1224 1.3554 -0.4869
N 0.3491 -0.2239 -0.4107
N 2.5366 -0.6257 0.0384
N 1.0365 0.9558 -0.4377
S -1.2742 -0.3618 -0.8122

Values from the calculation:
**Gap between HOMO and LUMO**: 10.16 eV
**2S+1**: 1

The energy of each structure relative to the most stable one, in hartree, is as follows: entry a 0.1172; entry b 0.0000.

Entry a
Density functional theory data (the ωB97M-V functional and the def2-TZVPD basis) for a single C3H5N3S molecule.

CARTESIAN COORDINATES (ANGSTROEM)
C 0.9823 -0.1870 1.0466
C 0.4391 1.0896 -0.8439
C -0.9330 -0.9079 -0.4581
H -0.0915 -1.5339 2.0309
H 1.8299 0.5499 1.0402
H 1.3991 1.6002 -0.5951
H -1.3714 1.6491 -1.4631
H -1.5121 -0.6940 -1.3216
N 0.7588 -0.9607 2.0080
N 0.1603 -0.0754 -0.0606
N -0.3834 1.9044 -1.4803
S -1.2781 -2.4344 0.0970

Values from the calculation:
**Gap between HOMO and LUMO**: 8.27 eV
**2S+1**: 1

Entry b
Density functional theory data (the ωB97M-V functional and the def2-TZVPD basis) for a single C3H5N3S molecule.

CARTESIAN COORDINATES (ANGSTROEM)
C -0.5288 1.2042 0.2516
C -1.2267 -1.1771 0.0975
C 1.0713 -0.7085 0.0710
H -2.3942 1.2257 -0.1331
H 0.4138 1.7186 0.0992
H -0.9490 -2.1784 0.5592
H -2.9816 -1.6968 -0.0927
H 1.0674 -1.7494 0.2556
N -1.6489 1.8755 -0.0678
N -0.2287 -0.1727 0.2278
N -2.4469 -0.8946 -0.3171
S 2.4512 0.0695 -0.1318

Values from the calculation:
**Gap between HOMO and LUMO**: 8.87 eV
**2S+1**: 1

The energy of each structure relative to the most stable one, in hartree, is as follows: entry a 0.0039; entry b 0.0000.

Entry a
Density functional theory data (the ωB97M-V functional and the def2-TZVPD basis) for a single C3H5N3S molecule.

CARTESIAN COORDINATES (ANGSTROEM)
C 0.9681 -1.6334 -0.0174
C 0.4360 -0.2176 -0.2091
C -0.9808 1.9641 -0.0877
H -0.0687 -2.3345 -0.3292
H 1.0099 -1.4321 1.2735
H 1.9534 -1.8346 -0.4417
H -1.5212 2.8818 0.2819
H -1.1418 -0.9530 0.7215
N 1.3389 0.7425 -0.3061
N -1.5594 0.9227 0.1906
N -0.8743 -0.2836 -0.0524
S 0.4398 2.1776 -1.0238

Values from the calculation:
**Gap between HOMO and LUMO**: 8.88 eV
**2S+1**: 1

Entry b
Density functional theory data (the ωB97M-V functional and the def2-TZVPD basis) for a single C3H5N3S molecule.

CARTESIAN COORDINATES (ANGSTROEM)
C -1.2788 -0.0551 0.2144
C -1.0297 1.0844 1.0139
C 0.9008 0.5357 0.0437
H 0.6269 -2.3943 -0.7727
H -0.9416 -1.6328 -1.8001
H -2.0969 -0.5961 -0.1023
H -1.6897 1.6037 1.7161
H 2.5629 1.3159 0.9203
N 0.1697 -1.3571 -1.3205
N -0.0896 -0.3268 -0.4597
N 0.3335 1.4521 0.7938
S 2.5324 0.3703 -0.2469

Values from the calculation:
**Gap between HOMO and LUMO**: 8.48 eV
**2S+1**: 1

Entry c
Density functional theory data (the ωB97M-V functional and the def2-TZVPD basis) for a single C3H5N3S molecule.

CARTESIAN COORDINATES (ANGSTROEM)
C -0.2502 -0.2752 -1.5784
C -0.3068 -1.2587 -0.6729
C 0.0997 -0.7088 0.6254
H -0.9111 1.9773 1.5588
H 0.9292 1.3974 -1.5170
H -0.4721 -0.3163 -2.6390
H -0.6596 -2.2757 -0.7831
H 0.4162 -0.6701 2.4779
N 0.5200 0.6180 0.3230
N 0.1358 0.9382 -1.0107
N 0.0725 -1.2889 1.7526
S 0.4265 1.8630 1.4634

Values from the calculation:
**Gap between HOMO and LUMO**: 9.12 eV
**2S+1**: 1

Entry d
Density functional theory data (the ωB97M-V functional and the def2-TZVPD basis) for a single C3H5N3S molecule.

CARTESIAN COORDINATES (ANGSTROEM)
C 0.1445 1.7251 -0.0570
C 0.3979 0.3645 0.0983
C 1.2071 -1.5893 0.0367
H -0.0362 2.3684 0.9724
H -0.8411 1.9471 -0.7439
H 1.0717 2.2586 -0.3738
H 2.0933 -2.3268 0.1727
H -2.7199 -1.6965 -0.3108
N 1.6052 -0.2627 0.1121
N -0.1216 -1.8057 -0.0678
N -0.5857 -0.5920 0.0550
S -2.2154 -0.3905 0.1061

Values from the calculation:
**Gap between HOMO and LUMO**: 9.45 eV
**2S+1**: 1

The energy of each structure relative to the most stable one, in hartree, is as follows: entry a 0.0769; entry b 0.0653; entry c 0.0000; entry d 0.0184.

Entry a
Density functional theory data (the ωB97M-V functional and the def2-TZVPD basis) for a single C3H5N3S molecule.

CARTESIAN COORDINATES (ANGSTROEM)
C -1.3888 -0.9719 -0.0225
C 0.5293 0.4486 -0.2117
C 1.9666 0.6272 0.1038
H -3.0793 -0.7011 0.5987
H -1.5487 -1.9901 -0.0889
H 0.5286 -1.6521 -0.4912
H 0.2982 2.2981 -0.0658
H 2.2008 1.6989 0.3527
N -2.3165 -0.0324 0.1577
N -0.0232 -0.7463 -0.2090
N -0.3073 1.5107 -0.1596
S 3.1403 -0.4897 0.0359

Values from the calculation:
**Gap between HOMO and LUMO**: 8.08 eV
**2S+1**: 1

Entry b
Density functional theory data (the ωB97M-V functional and the def2-TZVPD basis) for a single C3H5N3S molecule.

CARTESIAN COORDINATES (ANGSTROEM)
C -0.2483 -1.1233 -0.4681
C -0.5894 0.8801 0.4538
C 1.7525 0.1704 0.0614
N -1.5774 -1.1328 -0.3790
N 0.3340 0.0209 0.0013
N -2.1010 -0.0316 0.0689
S -3.4988 0.6095 0.1155
H 0.1878 -2.1472 -0.7410
H -0.5434 1.9442 0.7810
H 1.9860 1.3934 0.0389
H 2.0894 -0.2288 0.9396
H 2.2085 -0.3548 -0.8723

Values from the calculation:
**Gap between HOMO and LUMO (spin up / spin down)**: 7.05 / 7.05 eV
**2S+1**: 1

Entry c
Density functional theory data (the ωB97M-V functional and the def2-TZVPD basis) for a single C3H5N3S molecule.

CARTESIAN COORDINATES (ANGSTROEM)
C 1.5963 0.9405 0.4697
C 0.9029 -1.0887 1.4488
C -0.4562 -0.0192 -0.3146
N 2.6192 1.1375 1.1913
N 0.6853 -0.1308 0.5992
N 3.5564 0.6796 1.8145
S 4.1725 0.8227 3.2267
H 1.3704 1.6866 -0.2766
H 0.0872 -1.8322 1.4077
H -1.2023 -0.7623 -0.0388
H -0.9088 0.9698 -0.2423
H -0.1428 -0.1950 -1.3455

Values from the calculation:
**Gap between HOMO and LUMO**: 7.60 eV
**2S+1**: 1

Entry d
Density functional theory data (the ωB97M-V functional and the def2-TZVPD basis) for a single C3H5N3S molecule.

CARTESIAN COORDINATES (ANGSTROEM)
C -1.0634 0.3188 -0.0342
C 1.2382 1.3020 0.2763
C 1.8488 -0.0377 -0.0800
H -2.8039 -0.2723 0.2094
H -0.6296 2.1204 -0.3084
H 1.2311 1.5265 1.3175
H 1.7157 2.2359 -0.1593
H 2.8910 0.0062 -0.4025
N -2.3120 0.5979 -0.0607
N -0.1169 1.2843 -0.2284
N 1.2240 -1.1085 -0.1952
S -0.3820 -1.2833 0.1100

Values from the calculation:
**Gap between HOMO and LUMO**: 9.63 eV
**2S+1**: 1

The energy of each structure relative to the most stable one, in hartree, is as follows: entry a 0.0455; entry b 0.1407; entry c 0.1595; entry d 0.0000.

Entry a
Density functional theory data (the ωB97M-V functional and the def2-TZVPD basis) for a single C10H10N2 molecule.

CARTESIAN COORDINATES (ANGSTROEM)
C 2.3539 -1.4424 0.6484
C 1.0936 0.3919 -0.3350
C 1.3954 1.7335 -0.2804
C 0.3775 2.6829 -0.0580
C -1.2237 1.0625 0.0327
C -2.5965 0.7105 0.1732
C -3.0004 -0.5869 0.0297
C -2.0761 -1.6170 -0.2810
C -0.7434 -1.3167 -0.3982
C -0.2902 0.0300 -0.2333
H 3.0626 -2.2267 0.3608
H 1.4306 -1.9232 0.9904
H 2.7788 -0.8969 1.4976
H 2.9425 -0.1777 -0.8353
H 2.4311 2.0598 -0.3537
H 0.6497 3.7409 0.0082
H -3.2855 1.5291 0.3664
H -4.0578 -0.8279 0.1625
H -2.4263 -2.6329 -0.4315
H 0.0047 -2.0738 -0.6579
N 2.0748 -0.6044 -0.5108
N -0.8953 2.3854 0.1049

Values from the calculation:
**Gap between HOMO and LUMO**: 8.84 eV
**2S+1**: 1

Entry b
Density functional theory data (the ωB97M-V functional and the def2-TZVPD basis) for a single C10H10N2 molecule.

CARTESIAN COORDINATES (ANGSTROEM)
C 0.5476 -0.2718 3.7812
C 0.4722 -0.3388 2.2790
C 1.1022 -1.4197 1.5801
C 1.0001 -1.4847 0.2183
C 0.2326 -0.5238 -0.4872
C 0.0638 -0.5454 -1.8885
C -0.6387 0.4527 -2.5031
C -1.2324 1.4980 -1.7197
C -1.0703 1.5380 -0.3734
C -0.3321 0.5146 0.2959
H 0.0414 0.6243 4.1311
H 1.5902 -0.2191 4.1252
H 0.0837 -1.1651 4.2338
H 1.7253 -2.1322 2.1001
H 1.5023 -2.2682 -0.3514
H 0.5270 -1.3443 -2.4511
H -0.1400 0.0187 -4.4232
H -1.0895 1.3887 -4.2647
H -1.8056 2.2651 -2.2719
H -1.4752 2.3463 0.2186
N -0.8633 0.4739 -3.8885
N -0.2414 0.5930 1.6595

Values from the calculation:
**Gap between HOMO and LUMO**: 8.49 eV
**2S+1**: 1

The energy of each structure relative to the most stable one, in hartree, is as follows: entry a 0.0186; entry b 0.0000.

Entry a
Density functional theory data (the ωB97M-V functional and the def2-TZVPD basis) for a single C5H11N molecule.

CARTESIAN COORDINATES (ANGSTROEM)
C 2.0261 -0.9784 -0.1805
C 1.1728 0.2199 -0.4939
C 0.1099 0.4078 0.6078
C -0.8624 1.5336 0.8434
N -1.0171 0.6545 -0.2541
C -1.8966 -0.4517 -0.3859
H 2.6493 -0.7708 0.6871
H 1.3654 -1.8241 0.0604
H 2.6292 -1.2676 -1.0430
H 1.6989 1.1535 -0.6948
H 0.6500 -0.0091 -1.4450
H -0.0210 -0.3763 1.3843
H -0.6033 2.5661 0.6239
H -1.6069 1.3954 1.6291
H -1.3507 -1.2290 -0.9498
H -2.7559 -0.1411 -0.9729
H -2.1876 -0.8829 0.5838

Values from the calculation:
**Gap between HOMO and LUMO**: 9.88 eV
**2S+1**: 1

Entry b
Density functional theory data (the ωB97M-V functional and the def2-TZVPD basis) for a single C5H11N molecule.

CARTESIAN COORDINATES (ANGSTROEM)
C 1.1444 -1.4748 0.9769
C 1.5235 -0.4660 -0.1072
N 0.4781 0.4331 -0.6053
C 0.0032 1.4780 0.2780
C -0.8888 0.3604 -0.1212
C -2.0035 0.5084 -1.1272
H 2.0532 -1.9685 1.3366
H 0.6545 -1.0054 1.8383
H 0.4771 -2.2486 0.5823
H 2.3396 0.1699 0.2567
H 1.9240 -1.0198 -0.9649
H 0.3613 1.4903 1.3109
H -0.0972 2.4645 -0.1730
H -1.0993 -0.3554 0.6746
H -2.9206 0.8605 -0.6401
H -2.2247 -0.4509 -1.6094
H -1.7247 1.2243 -1.9059

Values from the calculation:
**Gap between HOMO and LUMO**: 10.03 eV
**2S+1**: 1

Entry c
Density functional theory data (the ωB97M-V functional and the def2-TZVPD basis) for a single C5H11N molecule.

CARTESIAN COORDINATES (ANGSTROEM)
C -0.3842 -0.4205 1.8735
C 0.9123 -0.5604 1.0655
N 0.7118 -0.0645 -0.2481
C 1.3844 0.5617 -1.2778
C -0.1735 0.7967 -0.8779
C -1.4457 0.0169 -1.2979
H -0.4644 -1.2183 2.6147
H -0.4205 0.5466 2.3839
H -1.2803 -0.4609 1.2417
H 1.7474 -0.0529 1.5740
H 1.2081 -1.6097 0.9384
H 2.2766 1.1502 -0.9854
H 1.5381 0.1039 -2.2485
H -0.3311 1.8445 -0.6239
H -1.5955 -0.0285 -2.3750
H -2.3671 0.4078 -0.8287
H -1.3165 -1.0127 -0.9284

Values from the calculation:
**Gap between HOMO and LUMO**: 9.23 eV
**2S+1**: 1

The energy of each structure relative to the most stable one, in hartree, is as follows: entry a 0.0446; entry b 0.0000; entry c 0.0524.